# 1
The following is a quantum chemistry calculation of a 2-piece molecular cluster, CH5NO2P overall in a non-equilibrium geometry, from the Open Molecules 2025 dataset.

Positions of all 10 atoms, in Å:
C  0.6962  -0.0007  -0.3471
N  0.3227  -0.1093  0.8482
O  -2.3976  0.5820  -3.6967
O  -1.2440  0.0627  -1.5712
P  -1.4071  1.1410  -2.7912
H  0.9553  0.9094  -0.7895
H  0.8559  -1.0727  -0.8958
H  -1.9574  -0.5702  -1.8362
H  0.2038  0.6340  1.5787
H  0.0461  -1.0142  1.2901

Cartesian forces, eV/Å:
0.4736 -4.8370 -1.2938
-0.9800 -0.2070 3.5980
-0.2757 -0.0615 -0.2033
-0.9579 -0.3509 -0.4700
0.3680 0.8261 -0.3602
0.4279 1.2658 -0.5168
-0.3300 3.1660 1.0837
0.4690 -0.2399 0.6219
0.2379 -0.2414 -1.5038
0.5672 0.6798 -0.9555

Properties
Total charge   +1
Gap between HOMO and LUMO   9.824 eV
HOMO level   -0.5451 hartree

# 2
The following is a quantum chemistry calculation of a 2-piece molecular cluster, CH5NO2S overall in a non-equilibrium geometry, from the Open Molecules 2025 dataset.

Positions of all 10 atoms, in Å:
C  -0.4558  -1.1623  -2.7621
O  0.0218  -0.2830  -3.3761
H  -0.1467  -1.4096  -1.7123
H  -1.1745  -1.8542  -3.1833
N  0.5286  1.5810  2.3731
S  -0.3760  0.7603  1.2132
O  -0.0238  -0.8483  1.2389
H  0.7802  2.5428  2.1722
H  -0.0064  1.7236  3.3217
H  0.8526  -1.0504  0.7148

Cartesian forces, eV/Å:
-0.0084 -1.6593 1.7245
0.7992 1.7464 -1.0935
-0.1478 0.2693 -0.2656
-0.6584 -0.3522 -0.3579
-1.4889 0.2445 3.2910
-0.7255 0.7368 -0.4564
2.9843 -0.4242 -1.0031
0.4416 -0.3737 -0.9984
1.1455 -0.8761 -2.2812
-2.3416 0.6884 1.4406

Properties
SMILES   C=O.NSO
Gap between HOMO and LUMO   9.257 eV
HOMO level   -0.3186 hartree

# 3
The following is a quantum chemistry calculation of a 2-piece molecular cluster, CH5NO2S overall in a non-equilibrium geometry, from the Open Molecules 2025 dataset.

Positions of all 10 atoms, in Å:
C  -2.1889  -0.5819  -0.6316
O  -2.5915  -1.0528  0.3745
H  -2.7892  -0.5233  -1.6072
H  -1.0481  -0.2603  -0.7303
N  2.0781  0.6343  0.8846
S  1.5945  -0.1499  -0.4754
O  1.5896  -1.7815  -0.0062
H  3.0434  0.4948  1.3130
H  1.3538  0.2493  1.5238
H  0.7007  -1.9949  0.1955

Cartesian forces, eV/Å:
2.3036 0.4989 -2.2476
-0.7311 -0.3509 1.0546
0.3180 0.0914 1.0748
-1.9850 -0.2387 0.0911
-0.2065 -0.7736 2.1377
0.8978 -0.9027 -0.9607
1.4585 0.9639 -0.7605
-1.5687 -0.0613 -1.2678
1.0501 1.2457 0.4270
-1.5366 -0.4726 0.4515

Properties
SMILES   C=O.NSO
Gap between HOMO and LUMO   9.560 eV
HOMO level   -0.3280 hartree

# 4
The following is a quantum chemistry calculation of a 2-piece molecular cluster, CH5NO3S overall in a non-equilibrium geometry, from the Open Molecules 2025 dataset.

Positions of all 11 atoms, in Å:
C  1.0519  -1.3728  0.1952
N  -0.9035  1.7956  0.1862
O  -0.6691  0.4324  -2.0928
O  1.3159  -0.5375  1.2452
O  -1.4296  0.3905  0.2719
S  -0.9870  -0.5563  -1.0808
H  1.9212  -1.3333  -0.4444
H  0.6383  -2.2913  0.5643
H  0.0342  1.6274  -0.3350
H  -1.5720  2.3176  -0.3978
H  0.5998  -0.4724  1.8879

Cartesian forces, eV/Å:
-1.3212 1.5768 0.3122
1.4657 -2.0608 -0.3685
0.4916 0.1137 -1.0638
0.0271 0.6103 -0.3822
0.3638 0.9393 -0.4751
1.2189 -0.2155 2.5170
-0.2394 -0.4204 -0.4627
-0.1935 -0.7462 -0.6019
-2.1884 1.0236 0.8671
0.5774 -0.6293 -0.1405
-0.2017 -0.1914 -0.2015

Properties
Gap between HOMO and LUMO (alpha / beta)   8.120 / 8.109 eV
HOMO level (alpha / beta)   -0.2969 / -0.2969 hartree

Which E_tot belongs to each record? In order, -15984.6659, -17536.1725, -17536.3142, -19581.2173 eV.
Which ΔE to the lowest compared entry with this formula, charge and spin belongs to each record? In order, 3.79, 63.90, 60.63, 117.92 kcal/mol.